Entry 1:
90
Properties=species:S:1:pos:R:3:lowdin_charge:R:1 method="wB97M-V/def2-TZVPD" de_lowest_ev=0.296 energy_ev=-78457.40240 max_force_ev_per_a=0.79 total_charge=+3 gap_ev="5.07 / 4.31" s2=3.798 spin_multiplicity=4
Mo -0.054 -0.038 1.033 1.03
C -0.602 3.524 2.009 -0.31
N 0.201 3.465 3.193 -0.18
C 0.632 2.234 3.778 -0.32
P -0.350 0.754 3.359 0.98
C -2.042 0.929 3.938 -0.36
C -2.301 0.781 5.303 -0.06
C -3.589 0.958 5.781 -0.03
C -4.621 1.276 4.907 -0.03
C -4.370 1.422 3.549 -0.05
C -3.083 1.248 3.065 -0.12
C 0.397 -0.578 4.330 -0.39
C 1.636 -0.470 4.952 -0.08
C 2.163 -1.561 5.636 -0.04
C 1.461 -2.755 5.699 -0.04
C 0.214 -2.863 5.087 -0.05
C -0.314 -1.781 4.406 -0.11
C 0.645 4.685 3.798 -0.25
C 1.868 4.725 4.453 -0.04
C 2.299 5.911 5.037 -0.06
C 1.525 7.057 4.956 -0.06
C 0.306 7.011 4.297 -0.05
C -0.144 5.827 3.729 -0.03
P 0.023 2.473 0.626 0.98
C 1.764 2.863 0.432 -0.38
C 2.616 1.938 -0.178 -0.13
C 3.956 2.241 -0.371 -0.05
C 4.447 3.470 0.049 -0.03
C 3.604 4.394 0.655 -0.03
C 2.264 4.099 0.847 -0.05
C -0.891 3.074 -0.815 -0.38
C -2.252 3.379 -0.710 -0.13
C -2.941 3.860 -1.813 -0.06
C -2.282 4.027 -3.027 -0.04
C -0.933 3.721 -3.134 -0.04
C -0.235 3.246 -2.031 -0.07
H -0.575 4.538 1.607 0.11
H -1.660 3.279 2.156 0.08
H 0.594 2.301 4.873 0.13
H 1.667 1.959 3.509 0.09
H -1.505 0.535 5.995 0.12
H -3.788 0.851 6.838 0.13
H -5.625 1.414 5.287 0.13
H -5.176 1.679 2.875 0.12
H -2.892 1.378 2.004 0.05
H 2.201 0.453 4.938 0.11
H 3.117 -1.468 6.136 0.12
H 1.870 -3.593 6.247 0.12
H -0.353 -3.780 5.176 0.12
H -1.308 -1.852 3.975 0.10
H 2.503 3.849 4.499 0.11
H 3.252 5.934 5.549 0.12
H 1.865 7.977 5.409 0.12
H -0.315 7.895 4.241 0.12
H -1.121 5.800 3.264 0.11
H 2.237 0.987 -0.547 0.09
H 4.611 1.531 -0.856 0.12
H 5.490 3.713 -0.102 0.12
H 3.991 5.352 0.977 0.13
H 1.626 4.831 1.324 0.11
H -2.781 3.273 0.231 0.10
H -3.987 4.122 -1.723 0.12
H -2.819 4.411 -3.884 0.12
H -0.417 3.864 -4.074 0.12
H 0.824 3.036 -2.120 0.11
C -2.150 -3.889 1.065 0.02
N -1.274 -4.779 0.248 -0.17
C -0.735 -5.914 1.067 0.03
C -0.189 -4.016 -0.499 -0.06
C 0.818 -3.328 0.382 -0.23
C 1.918 -4.044 0.821 -0.01
C 2.938 -3.462 1.587 -0.01
C 2.885 -2.125 1.905 -0.02
C 1.783 -1.419 1.416 -0.23
C 0.744 -1.950 0.674 -0.20
H -2.897 -4.503 1.562 0.12
H -2.626 -3.171 0.403 0.09
H -1.522 -3.384 1.795 0.09
H -1.855 -5.195 -0.484 0.19
H -0.087 -5.501 1.835 0.10
H -0.183 -6.583 0.413 0.12
H -1.576 -6.435 1.516 0.12
H -0.706 -3.304 -1.141 0.14
H 0.292 -4.763 -1.129 0.15
H 2.012 -5.092 0.557 0.13
H 3.778 -4.064 1.908 0.13
H 3.668 -1.643 2.473 0.13
H 1.810 -0.323 1.646 0.05
S -2.983 0.011 -0.918 0.95
C -1.773 -0.005 -0.037 -0.80

=====

Entry 2:
93
Properties=species:S:1:pos:R:3:lowdin_charge:R:1 method="wB97M-V/def2-TZVPD" de_lowest_ev=0.000 energy_ev=-131363.78167 max_force_ev_per_a=1.11 total_charge=+3 gap_ev=6.17
Zr 0.618 -0.322 0.474 1.21
C -2.795 0.756 -3.424 -0.31
C -3.435 1.881 -2.608 -0.34
C -2.574 2.404 -1.453 -0.39
Sb -2.155 0.883 0.028 1.28
C -0.712 -1.929 1.128 -0.41
C -1.014 -1.476 2.426 -0.22
C -1.729 -2.241 3.333 -0.05
C -2.155 -3.510 2.953 -0.03
C -1.876 -3.987 1.671 -0.05
C -1.170 -3.206 0.774 -0.12
C -4.069 0.400 0.781 -0.44
C -5.079 1.356 0.718 -0.13
C -6.354 1.030 1.155 -0.04
C -6.615 -0.242 1.654 -0.03
C -5.598 -1.191 1.717 -0.05
C -4.320 -0.873 1.284 -0.14
Sb -2.309 -0.878 -2.123 1.50
C -0.691 -1.963 -2.923 -0.39
C 0.406 -2.447 -2.216 -0.18
C 1.417 -3.127 -2.876 -0.05
C 1.349 -3.328 -4.247 -0.03
C 0.253 -2.853 -4.960 -0.03
C -0.765 -2.176 -4.298 -0.11
C -3.934 -2.196 -2.011 -0.37
C -5.226 -1.687 -1.908 -0.12
C -6.300 -2.561 -1.850 -0.05
C -6.080 -3.936 -1.885 -0.03
C -4.787 -4.438 -1.981 -0.05
C -3.708 -3.569 -2.043 -0.12
H -1.869 1.082 -3.898 0.06
H -3.469 0.389 -4.196 0.08
H -4.409 1.565 -2.231 0.09
H -3.629 2.720 -3.283 0.13
H -3.070 3.233 -0.947 0.06
H -1.608 2.763 -1.806 0.03
H -0.702 -0.478 2.761 0.09
H -1.952 -1.860 4.321 0.13
H -2.701 -4.127 3.654 0.13
H -2.212 -4.973 1.378 0.12
H -0.976 -3.616 -0.212 0.09
H -4.889 2.352 0.338 0.10
H -7.141 1.772 1.112 0.12
H -7.609 -0.491 2.000 0.12
H -5.801 -2.182 2.102 0.12
H -3.537 -1.625 1.323 0.08
H 0.497 -2.355 -1.138 0.03
H 2.264 -3.508 -2.319 0.12
H 2.142 -3.859 -4.756 0.13
H 0.183 -3.013 -6.028 0.13
H -1.617 -1.823 -4.870 0.11
H -5.407 -0.618 -1.870 0.10
H -7.307 -2.171 -1.784 0.12
H -6.920 -4.617 -1.846 0.12
H -4.621 -5.506 -2.021 0.12
H -2.703 -3.964 -2.140 0.10
N 1.755 3.364 2.632 0.09
C 1.094 2.825 1.616 -0.10
N 1.187 1.504 1.720 -0.04
C 1.962 1.312 2.846 -0.29
N 2.325 2.427 3.409 0.19
C 2.325 -0.042 3.237 -0.18
C 3.005 -0.362 4.398 0.00
N 3.308 -1.624 4.684 0.15
C 2.932 -2.566 3.827 -0.04
C 2.241 -2.250 2.667 -0.07
N 1.943 -0.987 2.366 -0.01
H 1.884 4.345 2.850 0.19
H 0.581 3.377 0.846 0.15
H 3.304 0.411 5.096 0.14
H 3.179 -3.593 4.064 0.14
H 1.913 -3.023 1.982 0.13
C 5.843 -1.439 -4.558 -0.02
C 4.629 -0.879 -3.868 -0.23
C 4.462 -1.002 -2.492 0.01
C 3.351 -0.465 -1.851 -0.31
C 3.196 -0.655 -0.377 -0.11
C 2.394 0.210 -2.599 -0.48
Se 0.848 0.997 -1.742 0.69
C 2.522 0.353 -3.980 -0.28
C 1.489 1.082 -4.804 -0.06
C 3.642 -0.204 -4.584 0.02
H 6.462 -2.017 -3.876 0.08
H 6.455 -0.631 -4.965 0.10
H 5.560 -2.079 -5.395 0.09
H 5.216 -1.520 -1.908 0.13
H 4.115 -0.988 0.106 0.12
H 2.506 -1.491 -0.149 0.05
H 2.917 0.278 0.134 0.05
H 0.515 0.594 -4.724 0.05
H 1.769 1.102 -5.856 0.09
H 1.373 2.114 -4.469 0.08
H 3.758 -0.095 -5.657 0.14

=====

Entry 3:
90
Properties=species:S:1:pos:R:3:lowdin_charge:R:1 method="wB97M-V/def2-TZVPD" de_lowest_ev=4.318 energy_ev=-109989.42379 max_force_ev_per_a=6.73 gap_ev="2.95 / 4.97" s2=2.020 spin_multiplicity=3
Ni -0.866 -0.216 -6.421 0.32
C -2.506 0.472 -6.314 -0.18
C -2.492 -0.958 -6.519 -0.20
C -1.796 -1.559 -7.727 -0.16
C -0.243 -1.187 -8.074 -0.17
C 0.744 -0.693 -6.993 -0.17
C 0.694 0.663 -6.481 -0.20
C -0.214 1.733 -7.079 -0.16
C -1.797 1.435 -7.271 -0.16
C 1.312 0.502 0.216 -0.15
H -3.121 0.917 -5.533 0.11
H -3.062 -1.637 -5.872 0.10
H -2.367 -1.316 -8.636 0.12
H -1.840 -2.655 -7.677 0.12
H 0.137 -2.135 -8.473 0.12
H -0.293 -0.502 -8.933 0.11
H 1.515 -1.396 -6.693 0.11
H 1.413 1.005 -5.727 0.10
H 0.156 2.045 -8.072 0.12
H -0.160 2.650 -6.473 0.12
H -2.268 2.419 -7.149 0.12
H -1.954 1.155 -8.327 0.11
H 0.670 1.392 0.194 0.07
H 2.049 0.577 1.027 0.08
H 0.674 -0.376 0.384 0.05
P -1.530 -0.881 -3.022 1.04
P 2.192 0.370 -1.324 0.96
C -0.012 -0.954 -2.103 -0.34
C 1.065 -0.231 -2.545 -0.30
C -2.516 -2.260 -2.487 -0.41
C -2.896 -3.334 -3.319 -0.10
C -3.503 -4.438 -2.718 -0.09
C -3.676 -4.458 -1.319 -0.08
C -3.269 -3.391 -0.503 -0.05
C -2.710 -2.271 -1.105 -0.10
C -2.452 0.636 -2.581 -0.35
C -1.780 1.878 -2.570 -0.10
C -2.501 3.045 -2.311 -0.09
C -3.894 2.979 -2.154 -0.09
C -4.579 1.763 -2.284 -0.08
C -3.860 0.594 -2.533 -0.10
C 3.539 -0.802 -1.144 -0.30
C 3.238 -2.133 -0.807 -0.06
C 4.271 -3.065 -0.708 -0.07
C 5.593 -2.677 -0.950 -0.07
C 5.887 -1.347 -1.268 -0.08
C 4.865 -0.402 -1.366 -0.08
C 2.769 1.956 -1.915 -0.31
C 2.580 3.086 -1.107 -0.07
C 2.936 4.342 -1.594 -0.07
C 3.468 4.476 -2.880 -0.07
C 3.662 3.346 -3.680 -0.07
C 3.316 2.080 -3.205 -0.09
H 0.058 -1.699 -1.286 0.07
H 1.272 -0.016 -3.602 0.05
H -2.702 -3.271 -4.393 0.08
H -3.832 -5.289 -3.328 0.10
H -4.130 -5.329 -0.848 0.10
H -3.360 -3.402 0.588 0.12
H -2.362 -1.419 -0.521 0.08
H -0.703 1.910 -2.756 0.09
H -1.977 4.002 -2.220 0.10
H -4.454 3.890 -1.939 0.10
H -5.669 1.718 -2.178 0.11
H -4.384 -0.354 -2.680 0.11
H 2.201 -2.429 -0.629 0.11
H 4.041 -4.096 -0.443 0.11
H 6.397 -3.413 -0.893 0.11
H 6.916 -1.039 -1.444 0.11
H 5.084 0.639 -1.612 0.10
H 2.158 2.973 -0.108 0.10
H 2.789 5.219 -0.965 0.11
H 3.730 5.464 -3.259 0.11
H 4.082 3.449 -4.679 0.11
H 3.477 1.198 -3.831 0.11
O -3.003 1.757 3.325 -0.08
C -2.560 0.801 4.040 -0.37
C -2.626 0.838 5.479 -0.04
C -2.151 -0.206 6.249 -0.12
C -1.587 -1.345 5.649 -0.13
C -1.495 -1.425 4.255 -0.06
C -1.953 -0.394 3.446 -0.09
C -1.791 -0.508 1.972 -0.51
O -1.239 -1.458 1.437 0.00
O -2.284 0.521 1.267 0.06
H -2.669 1.195 1.971 0.06
H -3.069 1.727 5.928 0.10
H -2.219 -0.138 7.336 0.09
H -1.217 -2.168 6.264 0.08
H -1.057 -2.296 3.767 0.11